Entry 1:
Entry from OMol25: C33H26BrF4NOPSV as an isolated structure in a non-equilibrium geometry (ωB97M-V/def2-TZVPD).

The geometry in XYZ format:
```
69
Properties=species:S:1:pos:R:3:forces:R:3
V 0.688 1.194 0.524 0.6 -1.4 -0.4
C 3.724 -0.157 -2.363 0.3 -0.6 1.0
C 4.502 1.006 -2.348 -0.9 0.0 0.2
C 3.984 2.125 -1.673 -0.6 0.4 0.2
C 2.913 1.991 -0.780 0.0 -0.4 0.0
N 2.192 0.801 -0.707 2.1 0.3 -1.7
C 2.584 -0.218 -1.525 -0.2 -0.2 -0.2
C 2.474 3.072 0.189 0.6 1.2 0.3
C 3.245 4.246 0.489 -1.9 -0.1 0.3
C 2.684 5.209 1.399 0.2 -1.4 -0.4
C 1.340 5.144 1.770 -1.0 0.8 0.2
C 0.593 4.006 1.479 1.2 -0.1 0.4
C 1.217 2.922 0.863 0.5 2.0 -0.6
H 4.107 -1.069 -2.890 -0.8 1.0 0.5
H 5.481 1.035 -2.833 -0.5 0.2 -0.1
H 4.304 3.150 -1.906 0.5 -0.6 0.5
H 1.949 -1.129 -1.488 0.6 0.7 0.0
H 4.157 4.514 -0.039 0.1 -0.4 0.4
H 3.330 5.894 1.928 0.1 0.6 -0.6
H 0.762 5.984 2.266 1.3 -1.0 -0.3
H -0.394 3.933 1.885 -0.5 -0.1 0.0
F -2.897 2.415 5.458 0.2 -0.4 -1.5
C -2.647 2.024 4.191 0.3 1.4 2.2
C -3.615 2.136 3.236 -3.3 -0.8 -0.4
F -4.892 2.517 3.584 2.4 -0.6 -0.6
C -3.399 1.549 1.983 0.9 -0.8 -0.6
F -4.431 1.144 1.205 1.0 1.2 0.7
C -2.074 1.194 1.573 0.1 0.0 0.4
P -1.494 1.116 -0.206 -2.6 0.7 0.4
C -2.289 2.460 -1.124 -1.0 2.1 1.0
C -3.360 3.314 -0.647 0.9 -0.7 -0.2
C -3.743 4.442 -1.401 -1.0 -0.8 1.3
C -3.219 4.673 -2.643 1.4 -0.8 -0.8
C -2.259 3.776 -3.166 -0.4 0.9 0.0
C -1.721 2.777 -2.354 0.4 -0.8 -1.3
C -2.181 -0.342 -0.856 0.1 -3.0 -0.2
C -2.033 -0.646 -2.247 -0.4 1.7 1.1
C -2.298 -1.890 -2.691 -0.9 -2.5 -1.3
C -2.891 -2.852 -1.829 0.4 -0.9 -1.2
C -3.041 -2.603 -0.497 0.2 0.4 0.7
C -2.570 -1.387 0.024 -0.4 0.6 -0.4
C -1.074 1.144 2.600 -0.4 -0.8 -0.2
Br 0.601 -0.156 2.521 -1.9 1.1 0.6
C -1.379 1.575 3.881 2.1 -0.4 0.9
F -0.428 1.557 4.857 -1.3 -0.2 -1.1
H -3.889 3.064 0.293 0.5 0.5 -0.9
H -4.571 5.075 -1.045 0.6 -0.3 0.0
H -3.484 5.548 -3.213 -0.3 -0.1 -0.1
H -1.977 3.921 -4.220 0.3 -0.2 0.8
H -0.906 2.131 -2.770 -0.7 0.7 0.4
H -1.888 0.165 -2.957 0.5 -0.2 0.1
H -2.144 -2.197 -3.759 -0.2 0.6 1.1
H -3.215 -3.863 -2.187 0.4 1.2 0.0
H -3.511 -3.371 0.117 0.3 0.4 0.1
H -2.610 -1.228 1.108 0.0 0.0 -0.4
O 1.538 -4.210 -0.212 0.5 -0.2 0.2
S 1.029 -5.610 -0.059 -0.6 -0.8 0.8
C 1.348 -6.307 1.686 -0.1 1.5 0.1
C 2.791 -6.795 1.706 1.3 -0.6 0.3
C 3.183 -7.345 0.284 -0.8 -1.2 0.6
C 2.179 -6.863 -0.806 1.1 2.4 1.2
H 0.557 -7.093 1.818 0.9 0.6 -0.1
H 1.211 -5.472 2.459 -0.2 -1.1 -1.3
H 2.923 -7.609 2.497 -0.2 1.0 -1.1
H 3.566 -6.021 1.952 -1.2 -0.3 0.0
H 3.015 -8.438 0.407 0.5 0.5 -0.6
H 4.248 -7.157 0.064 -0.7 -0.1 0.0
H 1.534 -7.595 -1.175 -0.9 -1.4 -0.4
H 2.572 -6.322 -1.679 0.3 -0.2 0.4
```
Forces are in eV/Å.

Results
Highest occupied orbital energy (alpha / beta), eV: -12.53 / -12.53
Charge: +2
Spin multiplicity: 3
ΔE to the lowest compared entry with this formula, charge and spin, kJ/mol: 192.9

***

Entry 2:
Entry from OMol25: C33H26BrN3OPdS as an isolated structure in a non-equilibrium geometry (ωB97M-V/def2-TZVPD).

The geometry in XYZ format:
```
66
Properties=species:S:1:pos:R:3:forces:R:3
Pd -0.449 -0.349 -0.607 -0.5 0.0 0.6
Br -7.726 -1.892 -0.397 0.0 0.0 0.0
C -5.948 -1.153 -0.274 -0.3 0.0 0.0
C -5.803 0.189 0.019 -0.3 -0.1 0.1
C -4.516 0.680 0.158 0.3 -0.1 -0.1
C -3.362 -0.111 -0.021 -0.9 -0.3 0.0
O -2.214 0.416 0.203 1.0 0.2 0.0
C -3.555 -1.488 -0.433 -0.1 0.5 0.2
C -2.519 -2.361 -0.833 -0.1 -0.8 -0.2
N -1.212 -2.122 -0.861 0.3 -0.7 -0.3
C -0.307 -2.984 -1.392 0.2 0.3 0.3
C -0.580 -4.285 -1.894 -0.6 -0.7 -0.1
C 0.412 -5.033 -2.475 -0.2 0.1 0.2
C 1.718 -4.568 -2.579 0.2 -0.3 -0.2
C 2.054 -3.305 -2.075 0.7 0.0 -0.1
C 3.351 -2.749 -2.153 -0.3 -0.1 0.0
C 3.571 -1.476 -1.652 -0.1 0.3 0.2
C 2.544 -0.794 -1.037 0.6 0.6 0.1
N 1.300 -1.303 -0.921 0.0 -0.4 -0.4
C 1.037 -2.514 -1.461 -0.3 0.0 0.2
C -4.874 -1.983 -0.486 0.1 0.1 0.0
H -6.666 0.832 0.140 0.0 0.0 0.0
H -4.368 1.718 0.418 0.1 0.1 0.0
H -2.865 -3.321 -1.218 0.2 0.2 -0.1
H -1.581 -4.687 -1.856 -0.1 0.0 0.0
H 0.170 -6.010 -2.877 -0.1 -0.1 0.0
H 2.477 -5.168 -3.066 0.1 0.0 0.0
H 4.160 -3.315 -2.601 0.0 -0.1 -0.1
H 4.551 -1.013 -1.720 0.0 0.0 0.1
H 2.718 0.175 -0.583 -0.1 0.0 0.0
H -5.029 -3.033 -0.703 0.0 0.0 -0.1
C 3.229 1.147 4.776 -0.2 0.0 -0.1
C 1.748 1.292 4.396 0.0 -0.1 0.2
C 1.020 2.157 5.434 0.1 -0.1 -0.1
C 1.114 -0.099 4.402 0.1 0.2 0.0
C 1.628 1.965 3.032 0.0 0.1 0.0
C 2.137 3.262 2.857 0.0 0.3 -0.4
C 2.034 3.946 1.647 0.2 0.0 0.6
C 1.435 3.313 0.580 -0.4 -0.6 -0.6
S 1.193 3.831 -1.075 -0.2 -0.7 0.3
C 0.436 2.248 -1.443 0.6 0.6 1.4
N 0.395 1.467 -0.384 -0.4 0.4 -1.7
C 0.924 2.005 0.727 0.8 1.0 1.3
C 1.015 1.346 1.962 -0.2 -0.1 -0.6
C -0.064 1.911 -2.734 -0.7 -0.8 -1.1
C 0.085 2.804 -3.807 0.1 0.1 0.3
C -0.453 2.492 -5.036 0.2 0.5 -0.3
C -1.134 1.291 -5.197 -0.1 -0.4 0.1
C -1.241 0.403 -4.135 -0.1 0.0 -0.2
C -0.724 0.645 -2.856 0.4 0.8 0.3
H 3.332 0.652 5.742 0.0 0.0 0.1
H 3.716 2.118 4.832 0.1 0.1 0.0
H 3.742 0.550 4.026 0.1 -0.1 -0.1
H 1.060 1.696 6.422 0.0 -0.1 0.1
H -0.022 2.267 5.144 -0.1 0.1 0.0
H 1.463 3.147 5.496 0.0 0.1 0.1
H 1.195 -0.544 5.394 0.0 0.0 0.1
H 1.615 -0.752 3.692 0.0 -0.1 -0.1
H 0.062 -0.039 4.139 -0.2 -0.1 -0.1
H 2.635 3.763 3.678 0.0 0.0 0.1
H 2.421 4.952 1.544 0.1 0.0 0.1
H 0.577 0.349 1.977 0.1 0.2 0.2
H 0.623 3.737 -3.657 0.0 0.1 -0.2
H -0.339 3.174 -5.877 0.0 0.0 0.1
H -1.570 1.041 -6.163 0.0 0.0 0.1
H -1.775 -0.530 -4.303 0.0 -0.1 -0.1
```
Forces are in eV/Å.

Results
Highest occupied orbital energy, eV: 1.47
Charge: -2

***

Entry 3:
Entry from OMol25: C33H26F6N5O5PRuS3 as an isolated structure (ωB97M-V/def2-TZVPD).

The geometry in XYZ format:
```
80
Properties=species:S:1:pos:R:3:forces:R:3
Ru 0.180 0.146 1.302 -0.2 -0.3 0.2
N 2.900 3.411 2.138 0.0 0.0 0.0
C 2.233 2.299 1.801 0.2 -0.2 -0.1
S 0.518 2.254 2.130 -0.1 0.1 -0.1
N 2.909 1.334 1.225 -0.3 0.1 0.2
N 2.120 0.264 0.900 0.5 0.3 0.2
C 2.715 -0.867 0.658 -0.2 0.1 -0.4
C 4.161 -1.101 0.820 0.1 -0.1 0.0
C 5.128 -0.329 0.183 -0.1 0.0 -0.1
C 6.470 -0.620 0.365 0.0 0.0 0.0
C 6.854 -1.661 1.199 0.0 0.0 0.0
C 5.894 -2.422 1.850 0.0 0.0 0.0
C 4.550 -2.150 1.653 0.0 0.1 0.1
C 1.830 -1.938 0.171 0.0 0.2 -0.2
C 2.299 -3.141 -0.337 0.0 0.1 0.0
C 1.389 -4.047 -0.857 -0.1 0.0 0.0
C 0.045 -3.719 -0.875 0.0 0.0 0.0
C -0.353 -2.495 -0.370 -0.1 0.1 0.0
N 0.512 -1.621 0.143 0.1 -0.1 0.1
H 2.448 4.147 2.648 0.0 0.0 0.0
H 3.897 3.441 2.005 0.0 0.0 0.0
H 4.830 0.493 -0.453 0.0 0.0 0.0
H 7.219 -0.024 -0.139 0.0 0.0 0.0
H 7.904 -1.878 1.342 0.0 0.0 0.0
H 6.189 -3.224 2.512 0.0 0.0 0.0
H 3.801 -2.733 2.177 0.0 0.0 0.0
H 3.358 -3.351 -0.325 0.0 0.0 0.0
H 1.732 -4.995 -1.250 0.0 0.0 0.0
H -0.701 -4.395 -1.265 0.0 0.0 0.0
H -1.393 -2.206 -0.360 0.0 0.0 0.1
F 0.651 1.039 5.561 0.0 0.0 -0.1
C -0.329 0.282 5.099 0.1 -0.1 0.0
F -1.077 -0.150 6.103 0.1 0.0 0.1
F -1.095 0.984 4.272 -0.1 0.0 0.0
S 0.382 -1.215 4.252 -0.7 -0.4 0.2
O 0.988 -0.805 2.970 0.2 0.2 -0.1
O 1.308 -1.754 5.177 0.0 -0.1 0.0
N -0.880 -2.132 4.049 0.0 0.3 -0.4
S -1.862 -2.107 2.818 0.2 -0.1 0.1
O -1.597 -1.044 1.834 -0.2 0.4 0.4
O -2.076 -3.398 2.260 0.0 -0.1 0.0
C -3.489 -1.607 3.551 0.0 -0.1 0.0
F -3.709 -2.276 4.670 0.0 0.0 -0.1
F -4.438 -1.891 2.663 0.1 0.0 0.0
F -3.504 -0.304 3.799 0.0 0.0 0.0
O -1.134 1.141 0.075 0.3 -0.3 -0.4
P -1.640 1.251 -1.357 0.0 0.1 0.0
C -0.339 1.736 -2.490 -0.1 0.0 0.0
C -0.661 2.462 -3.636 0.0 0.0 0.0
C 0.338 2.837 -4.521 0.0 0.0 0.0
C 1.658 2.494 -4.261 0.0 0.0 0.0
C 1.981 1.776 -3.118 0.0 0.0 0.0
C 0.986 1.395 -2.233 0.1 -0.1 0.1
C -2.361 -0.288 -1.924 0.1 0.0 0.0
C -1.851 -0.985 -3.015 0.0 0.0 0.0
C -2.378 -2.227 -3.345 0.0 0.0 0.0
C -3.404 -2.769 -2.586 0.0 0.0 0.0
C -3.917 -2.074 -1.495 0.0 0.0 0.0
C -3.398 -0.835 -1.164 0.0 0.0 0.0
C -2.918 2.503 -1.376 0.0 -0.1 0.1
C -2.708 3.661 -0.627 0.1 0.0 0.0
C -3.680 4.645 -0.597 0.0 0.0 0.0
C -4.860 4.477 -1.310 0.0 0.0 0.0
C -5.071 3.328 -2.058 0.0 0.0 0.0
C -4.102 2.336 -2.089 0.0 0.0 -0.1
H -1.687 2.746 -3.834 0.0 0.0 0.0
H 0.087 3.403 -5.407 0.0 0.0 0.0
H 2.437 2.793 -4.949 0.0 0.0 0.0
H 3.011 1.515 -2.913 0.0 0.0 0.0
H 1.246 0.838 -1.340 -0.1 0.0 0.0
H -1.047 -0.563 -3.605 0.0 0.0 0.0
H -1.985 -2.769 -4.195 0.0 0.0 0.0
H -3.814 -3.736 -2.847 0.0 0.0 0.0
H -4.714 -2.502 -0.902 0.0 0.0 0.0
H -3.789 -0.297 -0.309 0.0 0.0 0.0
H -1.790 3.783 -0.063 0.0 0.0 0.0
H -3.522 5.542 -0.014 0.0 0.0 0.0
H -5.620 5.246 -1.281 0.0 0.0 0.0
H -5.991 3.199 -2.610 0.0 0.0 0.0
H -4.271 1.440 -2.672 0.0 0.0 0.0
```
Forces are in eV/Å.

Results
Highest occupied orbital energy (alpha / beta), eV: -11.00 / -11.12
Charge: +1
Spin multiplicity: 2
ΔE to the lowest compared entry with this formula, charge and spin, kJ/mol: 0.0

***

Entry 4:
Entry from OMol25: C33H26N3NdO5S3 as an isolated structure in a non-equilibrium geometry (ωB97M-V/def2-TZVPD).

The geometry in XYZ format:
```
71
Properties=species:S:1:pos:R:3:forces:R:3
Nd -0.636 -0.149 -0.286 -0.7 1.2 -1.1
O -1.439 -3.512 -3.103 -0.1 0.2 0.1
C -0.279 -4.188 -2.977 0.2 0.0 0.2
C -0.050 -5.278 -3.814 -0.2 0.0 -0.1
C 1.112 -6.016 -3.705 -0.1 0.1 0.0
C 2.070 -5.679 -2.757 0.2 0.0 0.0
C 1.863 -4.588 -1.940 -0.1 0.0 -0.1
C 0.701 -3.827 -2.040 -0.3 -0.1 -0.1
C 0.489 -2.669 -1.142 1.2 -0.1 0.2
O -0.712 -2.250 -0.906 -0.7 -0.9 -0.2
N 1.577 -2.154 -0.651 0.5 -0.6 -0.7
N 1.542 -1.046 0.198 0.5 -0.5 0.7
C 1.937 -1.364 1.384 0.5 -0.5 0.0
S 2.139 -3.067 1.794 0.0 0.3 0.3
C 2.701 -2.739 3.505 0.0 -0.1 -0.3
C 2.112 -1.420 3.952 -0.2 0.3 -0.2
S 2.444 -0.234 2.611 -0.1 -0.4 -0.1
H -1.498 -2.893 -2.340 -0.1 -0.2 -0.3
H -0.820 -5.534 -4.529 0.0 0.0 -0.1
H 1.264 -6.869 -4.353 0.0 0.0 0.0
H 2.969 -6.266 -2.646 0.0 -0.1 0.0
H 2.584 -4.308 -1.190 0.1 0.0 0.1
H 3.792 -2.708 3.502 0.0 0.0 0.1
H 2.364 -3.571 4.119 0.0 0.0 0.1
H 2.567 -1.034 4.862 0.1 0.0 0.0
H 1.028 -1.442 4.080 0.1 -0.1 0.1
O -1.376 2.072 0.617 0.1 0.1 0.4
C -0.667 2.168 1.874 -0.3 -0.6 0.6
C -0.623 0.725 2.572 -0.1 1.6 1.1
O -0.208 0.670 3.712 -0.2 -0.1 -0.1
O -1.028 -0.217 1.834 -0.6 -1.0 0.9
C -1.426 3.109 2.777 0.1 0.1 0.0
C -1.042 4.428 2.967 -0.1 -0.1 -0.1
C -1.806 5.261 3.765 -0.1 0.1 0.0
C -2.968 4.794 4.355 0.0 0.1 0.0
C -3.368 3.485 4.152 -0.1 0.0 -0.1
C -2.599 2.646 3.368 0.1 0.1 0.0
C 0.787 2.447 1.616 0.1 0.3 -0.5
C 1.365 2.175 0.370 -0.4 0.3 0.1
C 2.741 2.268 0.202 0.0 0.0 0.0
C 3.551 2.632 1.264 -0.1 0.1 -0.1
C 2.978 2.938 2.490 -0.1 0.1 -0.1
C 1.611 2.840 2.669 0.0 0.0 -0.1
H -2.321 2.018 0.843 0.2 0.1 -0.3
H -0.152 4.800 2.482 0.1 0.1 0.0
H -1.497 6.282 3.923 0.0 0.1 0.0
H -3.572 5.454 4.958 0.0 0.1 0.1
H -4.279 3.114 4.598 0.0 0.0 0.1
H -2.912 1.619 3.226 0.0 -0.1 0.0
H 0.742 1.993 -0.518 0.3 0.2 0.3
H 3.168 2.082 -0.773 0.1 -0.1 0.0
H 4.620 2.692 1.133 0.1 0.0 0.0
H 3.606 3.243 3.314 0.1 0.0 0.1
H 1.173 3.037 3.636 0.0 0.0 0.1
S -3.828 1.122 -3.811 0.4 -0.2 0.6
C -4.756 1.224 -2.382 0.1 0.0 0.0
C -4.052 0.870 -1.267 -0.1 0.0 -0.1
C -2.696 0.484 -1.501 -0.2 0.1 -0.8
C -2.437 0.581 -2.857 -1.0 0.2 0.4
C -1.205 0.229 -3.517 0.6 -0.1 -0.4
C -1.159 -0.004 -4.900 0.1 0.1 0.2
C 0.017 -0.413 -5.486 0.1 0.1 0.3
C 1.147 -0.561 -4.687 -0.1 0.0 0.0
C 1.041 -0.277 -3.339 0.3 0.0 -0.1
N -0.092 0.108 -2.746 -0.3 0.1 -0.8
H -5.781 1.538 -2.451 -0.2 0.1 0.1
H -4.514 0.873 -0.286 -0.1 0.0 0.0
H -2.058 0.129 -5.484 0.0 -0.1 0.0
H 0.056 -0.614 -6.547 0.0 0.0 -0.1
H 2.084 -0.893 -5.105 0.1 0.0 0.0
H 1.909 -0.362 -2.692 -0.1 -0.1 0.0
```
Forces are in eV/Å.

Results
Highest occupied orbital energy (alpha / beta), eV: -7.99 / -8.00
Spin multiplicity: 4

***

Number 1: molecular weight 722.5 g/mol. Number 2: molecular weight 699.0 g/mol. Number 3: molecular weight 914.8 g/mol. Number 4: molecular weight 785.0 g/mol.